Computed, not measured: a molecular structure, H12MnO6, with ωB97M-V/def2-TZVPD.

```
19
Properties=species:S:1:pos:R:3:lowdin_spin:R:1
Mn 0.018 -0.096 0.000 4.715
O 1.176 1.598 0.684 0.040
H 2.115 1.427 0.618 0.002
H 1.116 2.432 1.150 0.003
O -1.316 -1.536 -0.855 0.042
H -1.983 -2.012 -0.361 0.002
H -1.510 -1.733 -1.772 0.003
O 0.703 0.245 -1.982 0.043
H 0.562 -0.366 -2.705 0.003
H 0.862 1.088 -2.408 0.003
O -1.764 1.204 -0.160 0.038
H -2.040 1.629 0.653 0.002
H -1.765 1.907 -0.809 0.002
O 1.763 -1.186 0.356 0.045
H 1.957 -1.999 0.823 0.003
H 2.586 -0.951 -0.071 0.003
O -0.630 -0.537 1.942 0.046
H -0.594 -1.218 2.614 0.004
H -1.256 0.103 2.283 0.002
```

Summary:
- spin multiplicity = 6
- energy relative to the best compared isomer or geometry (same formula, charge and spin) (kJ/mol) = 51.8
- HOMO energy (alpha / beta) (eV) = -18.090 / -20.474
- total energy (Ha) = -1609.13561
- Kohn-Sham gap (alpha / beta) (eV) = 11.0 / 13.4
- max |F| (Eh/bohr) = 0.0119
- total charge = +2
- ⟨S²⟩ = 8.752